Record 1
93
Properties=species:S:1:pos:R:3:forces:R:3 method="wB97M-V/def2-TZVPD" orbital_gap_ev=0.878 total_charge=+2 multiplicity=1 total_energy_ha=-4323.4405
I -5.574 1.765 2.503 -0.6 -0.8 -0.8
Cl -2.828 -2.352 3.252 0.8 -1.1 0.5
Cl -8.428 -4.101 3.121 0.0 0.2 0.2
Al 3.814 3.767 3.430 0.4 1.4 -0.8
Al -0.417 1.382 4.093 -2.5 -0.9 -0.4
F 2.997 0.664 0.866 -0.1 0.4 1.3
O 7.555 2.366 2.404 -0.2 -0.3 -0.6
O -5.580 -1.399 -0.073 -0.7 -2.0 4.1
O 13.414 1.665 -0.483 -2.1 0.7 0.0
O 10.349 3.182 -0.911 0.4 -0.4 0.2
O -7.439 -1.740 1.641 4.6 1.7 0.6
O -9.345 -1.629 5.737 0.2 0.2 -0.1
O 6.972 0.580 0.226 0.4 0.7 0.5
O -2.273 0.663 -6.342 0.9 0.1 0.8
O 9.502 2.665 1.292 -2.1 -0.8 0.4
O -5.180 -2.736 2.167 -3.1 1.6 -3.1
O -10.827 0.988 5.837 0.1 1.9 -0.5
O -0.244 1.467 -6.089 -1.4 -0.5 0.5
O -1.094 0.088 -4.457 -0.3 0.7 -1.0
O 9.026 1.205 -0.488 -1.7 0.0 1.2
O 6.324 0.040 -5.195 -1.4 0.0 1.7
O 12.244 3.841 -1.956 -1.0 -1.4 1.4
O 4.440 -0.285 -4.101 1.5 0.2 -0.1
O -4.504 -3.803 -0.019 0.7 3.4 1.3
O 11.304 1.404 0.292 -0.1 0.6 -0.4
N 5.614 0.096 -4.185 0.2 -0.3 -1.1
C -1.229 -2.070 0.623 1.2 0.8 -0.7
C 3.224 1.826 4.807 -0.3 -0.3 1.0
C -7.826 3.047 -0.062 0.8 -1.1 -0.2
C 4.306 1.063 2.787 0.3 -0.2 -0.1
C 1.910 1.407 2.823 -0.1 0.3 0.4
C 0.135 -2.140 1.556 0.0 -0.2 -0.9
C -6.929 1.675 -0.388 -0.6 0.7 0.9
C -1.915 -3.570 0.367 0.1 0.3 0.7
C 1.986 1.796 4.160 1.5 -0.5 -0.6
C -1.198 0.688 -5.518 0.5 0.0 -0.2
C -2.174 -4.417 1.746 1.3 -3.7 -5.7
C 1.822 0.315 -5.515 -0.2 -0.1 0.0
C 3.071 1.042 2.149 0.2 -0.3 -1.0
C 0.987 1.576 -5.367 0.8 -0.2 0.2
C 6.231 0.674 -2.961 -0.1 0.0 0.3
C -0.718 -1.462 -0.849 -1.3 -0.7 -0.4
C 11.657 3.096 -1.189 -0.5 4.2 -3.3
C 4.384 1.463 4.121 -0.1 -0.6 0.1
C -3.310 -0.213 -5.906 -0.5 -0.3 0.0
C 12.242 2.006 -0.452 3.5 -3.5 1.9
C 8.288 2.123 1.459 1.7 2.9 3.0
C 7.996 1.229 0.369 -0.4 -2.8 -3.6
C -3.214 -3.434 -0.623 -0.4 0.5 -1.5
C -6.912 0.803 1.005 -1.9 -0.2 -1.6
B -6.608 -0.803 0.804 -0.5 -1.0 0.4
B -6.449 -2.186 2.683 -0.6 -0.8 -2.5
B 10.045 2.114 0.046 1.2 0.2 -0.5
B -5.119 -2.613 0.667 0.1 -1.0 -0.1
H -2.979 -1.253 -5.995 0.0 0.2 0.2
H 1.534 2.421 -5.798 -0.4 -0.1 -0.1
H 0.364 -1.017 -0.807 -2.2 -1.0 -0.1
H -1.257 -5.033 2.134 -1.5 1.9 -0.1
H 5.496 0.660 -2.154 0.2 -0.1 -0.3
H 2.794 0.434 -5.030 -0.3 0.0 -0.2
H -5.813 1.916 -0.657 -2.3 -0.4 0.2
H 1.083 2.076 4.698 1.3 0.9 0.8
H -8.084 3.528 -1.101 0.4 -0.6 2.4
H -0.790 -2.389 -1.596 0.6 2.3 1.3
H 0.073 -2.908 2.437 0.2 1.7 -1.5
H -6.674 -2.046 3.845 0.4 0.1 -0.3
H -3.358 -2.338 -1.066 0.8 -2.2 1.1
H -2.023 -1.299 1.062 1.5 -2.0 -0.9
H -7.509 1.111 -1.258 1.5 0.9 1.9
H -10.737 0.067 6.000 0.1 -2.4 0.5
H 1.321 -0.550 -5.068 0.1 0.2 0.0
H -9.088 -1.909 4.845 -0.2 -0.1 -0.1
H 0.387 -1.046 1.942 -0.6 -2.2 -0.6
H -2.521 -3.650 2.592 -1.0 2.2 2.1
H -7.176 3.727 0.638 -1.4 -1.0 -1.5
H -8.787 2.702 0.538 1.9 0.9 -1.5
H 3.283 2.134 5.849 0.0 -0.1 -0.1
H 0.958 1.386 2.302 0.0 0.0 -0.6
H 5.347 1.491 4.625 0.0 0.0 -0.1
H -3.075 -5.195 1.665 1.2 2.3 0.6
H -7.996 0.883 1.470 2.4 -0.2 -0.7
H 5.197 0.769 2.241 0.3 0.1 -0.2
H -1.093 -4.179 -0.247 -1.4 1.0 1.6
H -3.011 -4.117 -1.581 -0.6 1.3 2.2
H 1.022 -2.445 0.824 -1.8 0.5 1.8
H -3.614 0.009 -4.878 0.2 -0.1 -0.1
H -8.522 -1.686 6.245 -0.3 0.1 0.0
H 6.529 1.698 -3.195 0.1 -0.2 0.0
H 7.096 0.057 -2.706 -0.1 0.2 -0.1
H -4.175 -0.068 -6.559 0.4 0.2 0.0
H -1.482 -0.653 -1.269 1.8 -1.7 0.9
H 1.977 0.078 -6.573 0.1 0.2 0.1
H 0.799 1.817 -4.314 -0.2 -0.1 -0.2

Record 2
41
Properties=species:S:1:pos:R:3:forces:R:3 method="wB97M-V/def2-TZVPD" orbital_gap_ev=8.214 de_lowest_kj_mol=0.0 total_charge=0 multiplicity=1 smiles="CN1CCN(C(=S)SC(C)(C)c2ccccc2)CC1" total_energy_ha=-1490.6174
S 0.924 0.805 -1.083 0.0 0.9 -0.7
S 0.282 -1.656 0.458 -0.5 0.6 -0.2
N -4.369 0.369 -0.562 -0.6 0.3 0.3
N -1.557 -0.048 -0.692 0.6 -0.6 0.8
C -2.468 -1.021 -0.068 -0.7 -0.4 -0.3
C 3.879 -2.446 1.380 -0.7 1.0 0.1
C 2.917 2.115 0.197 0.3 0.5 0.2
C 3.613 -1.499 0.379 0.1 0.1 0.6
C -5.792 0.416 -0.854 0.3 0.0 0.0
C 2.827 -0.998 3.007 -0.4 0.2 0.4
C -3.562 1.336 -1.276 -0.8 -0.7 -0.3
C -2.136 1.304 -0.757 0.2 0.5 0.1
C 3.655 0.596 -1.561 -0.5 0.3 -0.2
C 2.652 0.746 -0.397 0.5 -1.0 0.7
C -0.211 -0.274 -0.335 -0.6 -1.4 -0.3
C 3.443 -2.200 2.699 0.6 -0.7 -0.6
C 2.545 -0.060 2.022 0.6 -0.3 -0.6
C -3.867 -0.977 -0.642 -0.3 0.3 -0.5
C 2.923 -0.321 0.696 0.0 0.3 -0.3
H 3.562 1.460 -2.248 0.0 -0.5 0.3
H 2.102 2.459 0.827 0.1 0.0 0.2
H 4.385 -3.355 1.106 0.1 -0.2 0.1
H 3.038 2.856 -0.596 0.0 0.0 0.0
H 3.865 2.044 0.760 -0.4 0.3 -0.1
H -6.188 1.428 -0.671 0.1 -0.4 0.0
H -4.063 2.301 -1.115 0.6 0.0 0.0
H -3.924 -1.373 -1.684 0.2 0.1 0.2
H 3.624 -2.969 3.469 -0.1 0.6 -0.4
H 4.653 0.632 -1.106 -0.1 -0.1 -0.3
H -2.585 -0.813 0.999 0.4 -0.1 0.1
H 2.069 0.889 2.264 0.0 -0.4 0.1
H -2.153 1.733 0.251 0.2 0.0 0.0
H -4.558 -1.588 -0.039 0.5 -0.1 -0.1
H -1.550 1.940 -1.413 0.3 0.0 0.1
H -6.002 0.124 -1.903 -0.1 0.1 0.2
H 3.523 -0.322 -2.139 0.1 0.2 0.1
H 3.963 -1.658 -0.643 -0.2 -0.1 0.5
H -6.274 -0.314 -0.179 -0.1 0.5 -0.3
H -3.592 1.166 -2.372 0.1 -0.1 0.1
H 2.517 -0.790 4.034 0.1 -0.1 -0.3
H -2.107 -2.037 -0.212 0.3 0.2 0.2

Record 3
59
Properties=species:S:1:pos:R:3:forces:R:3 method="wB97M-V/def2-TZVPD" orbital_gap_ev="9.966 / 4.767" total_charge=+4 multiplicity=5 total_energy_ha=-1435.5084
Pt 0.014 -0.410 0.251 0.4 0.2 0.5
O 1.196 -2.361 0.939 0.2 -0.2 0.1
N -0.740 1.679 -0.712 -0.1 -0.3 0.0
N -0.975 -2.119 -0.545 0.2 0.3 0.0
N -0.851 0.396 2.113 -0.1 0.0 -0.4
N 1.738 0.869 0.470 -0.1 -0.3 0.1
N 0.727 -0.231 -1.967 -0.1 0.2 -0.4
C 3.642 2.646 1.334 0.0 0.0 0.0
C -1.595 1.475 2.409 0.0 0.0 0.2
C -2.635 -2.990 -2.015 0.0 0.0 0.0
C -0.679 -3.368 -0.110 -0.1 0.0 -0.2
C 2.182 -0.929 -3.673 0.0 0.1 -0.1
C -0.998 1.432 -2.152 0.0 0.1 0.0
C 1.555 -0.044 -4.543 0.0 0.0 0.0
C 3.846 1.277 1.491 0.0 0.0 0.0
C 0.362 2.664 -0.536 0.0 -0.1 0.0
C 0.510 0.754 -4.087 0.1 -0.1 -0.1
C -1.922 -1.941 -1.500 -0.1 -0.3 0.1
C -0.482 -0.501 3.063 -0.1 0.1 0.1
C 2.871 0.414 1.051 0.0 0.2 0.0
C 0.386 -3.552 0.923 0.0 0.0 0.0
C 0.111 0.642 -2.767 0.1 0.0 0.1
C -2.033 2.023 -0.057 -0.1 0.2 -0.1
C -2.353 -4.280 -1.557 0.0 0.0 0.0
C 1.739 -1.005 -2.364 -0.1 0.0 0.1
C 2.480 3.100 0.720 0.0 0.0 0.0
C -1.990 1.671 3.727 0.0 -0.1 0.0
C -1.629 0.765 4.711 0.0 0.0 0.0
C -1.370 -4.460 -0.596 0.0 0.0 0.0
C 1.542 2.190 0.273 0.1 -0.1 0.0
C -0.852 -0.344 4.373 0.0 0.0 0.0
C -1.962 2.498 1.371 0.1 -0.1 0.1
H 2.987 -0.654 1.143 0.0 0.0 0.0
H -1.112 2.391 -2.663 0.0 0.0 0.0
H -2.677 1.145 -0.134 0.0 0.0 0.0
H -0.537 -1.070 5.110 0.0 0.0 0.0
H -2.591 2.540 3.963 0.0 0.0 0.0
H -1.125 -5.450 -0.229 0.0 0.0 0.0
H -2.123 -0.933 -1.820 0.1 0.0 0.0
H 4.745 0.885 1.948 0.0 0.0 0.0
H -1.292 3.354 1.495 0.0 0.0 0.0
H 0.739 2.925 -1.527 0.0 0.0 0.0
H 2.009 -2.536 1.436 0.0 0.0 0.0
H -0.073 -3.710 1.903 0.0 0.0 0.0
H 4.390 3.353 1.672 0.0 0.0 0.0
H 1.886 0.033 -5.572 0.0 0.0 0.0
H 2.312 4.160 0.569 0.0 0.0 0.0
H 0.993 -4.425 0.688 0.1 0.0 0.0
H -2.502 2.812 -0.655 0.0 0.0 0.0
H -1.952 0.914 5.734 0.0 0.0 0.0
H -3.401 -2.807 -2.757 0.0 0.0 0.0
H 0.129 -1.340 2.755 0.0 0.0 0.0
H 2.176 -1.691 -1.648 0.0 0.0 0.0
H 3.003 -1.560 -3.990 0.0 0.0 0.0
H -1.952 0.916 -2.255 0.0 0.0 0.0
H -0.036 3.583 -0.110 0.0 0.0 0.0
H 0.011 1.457 -4.743 0.0 0.0 0.0
H -2.885 -5.132 -1.960 0.0 0.0 0.0
H -2.954 2.883 1.613 0.0 0.0 0.1

Record 4
67
Properties=species:S:1:pos:R:3:forces:R:3 method="wB97M-V/def2-TZVPD" orbital_gap_ev=7.934 de_lowest_kj_mol=18.3 total_charge=0 multiplicity=1 smiles="CCOc1cc(N2CCOCC2)c(OCC)cc1NC(=O)CN1C(=O)N[C@H](CC(C)C)C1=O" total_energy_ha=-1567.3393
O -4.204 0.309 -1.821 -0.1 -0.1 0.1
O 0.793 2.297 2.962 -0.2 -0.6 0.1
O -0.537 2.639 -3.186 0.4 0.2 0.1
O -0.702 -0.177 -1.053 0.1 -0.2 -0.1
O 2.301 -2.883 1.696 0.1 0.3 0.2
O 3.261 -2.295 6.701 0.1 0.0 0.1
N -2.055 1.358 -4.350 0.0 -0.2 -0.4
N -0.380 1.094 0.816 0.0 0.3 0.4
N 3.375 -1.699 3.907 0.4 -0.1 -0.1
N -2.345 1.599 -2.181 0.2 0.3 0.3
C 1.152 0.992 2.648 0.0 0.0 -0.3
C 3.529 -0.980 6.266 0.2 0.2 -0.2
C 2.727 -2.833 -0.720 -0.1 0.0 0.4
C 1.975 -3.465 0.447 0.0 -0.1 -0.4
C -4.500 0.835 -6.280 -0.2 0.0 0.2
C 2.043 0.291 3.443 -0.1 0.0 -0.1
C -4.492 1.077 -4.766 0.3 -0.1 -0.1
C -0.941 0.798 -0.375 -0.2 0.4 0.0
C 2.421 -1.020 3.157 -0.2 0.1 -0.3
C 0.570 0.367 1.547 0.3 0.1 0.3
C 3.013 3.365 2.851 -0.4 -0.2 -0.1
C 1.872 -1.619 1.995 0.0 0.1 0.2
C 2.442 -2.977 5.776 0.0 -0.2 -0.3
C 3.098 -3.040 4.391 -0.4 -0.2 0.4
C -3.357 0.760 -2.546 -0.1 -0.1 -0.3
C 1.583 3.295 2.327 0.4 0.4 -0.1
C -1.961 1.862 -0.821 0.0 -0.2 -0.2
C -4.570 -0.652 -6.616 0.2 0.3 0.0
C -1.510 1.936 -3.258 -0.1 0.1 0.0
C -5.692 1.565 -6.898 0.3 0.0 0.0
C 4.185 -0.992 4.877 -0.1 0.0 0.3
C -3.228 0.577 -4.057 -0.5 -0.2 -0.1
C 0.941 -0.935 1.234 0.0 -0.2 -0.1
H 2.295 -3.978 6.183 -0.1 0.0 -0.1
H 3.796 -2.850 -0.521 0.1 0.0 0.0
H 0.893 -3.440 0.272 0.1 0.0 0.1
H -1.622 1.403 -5.255 0.1 0.1 0.1
H -6.623 1.184 -6.484 -0.1 0.0 0.0
H 2.526 -3.396 -1.627 0.0 0.0 -0.1
H 0.492 -1.385 0.366 0.0 -0.1 -0.1
H 4.051 -3.573 4.469 -0.1 -0.1 0.0
H -5.638 2.632 -6.698 -0.1 0.1 0.0
H 3.011 3.504 3.929 0.0 0.0 0.1
H -3.582 1.252 -6.710 0.0 0.0 0.0
H 3.527 4.202 2.387 0.1 0.1 -0.1
H 5.135 -1.534 4.953 0.0 0.1 0.0
H -2.855 1.801 -0.195 0.1 0.0 0.0
H -1.519 2.859 -0.770 -0.1 -0.1 0.1
H 3.549 2.449 2.613 0.1 0.0 0.0
H -3.688 -1.183 -6.267 0.1 -0.2 0.0
H -4.639 -0.790 -7.692 0.0 -0.1 -0.1
H -3.068 -0.486 -4.273 0.0 0.1 0.1
H 1.059 4.232 2.538 0.1 -0.1 -0.1
H 2.280 -4.510 0.562 -0.1 0.1 0.0
H 2.591 -0.405 6.238 0.1 0.0 0.0
H 2.432 0.799 4.310 0.0 0.0 0.1
H -0.650 1.953 1.281 0.0 -0.1 -0.2
H 2.417 -1.803 -0.872 0.0 0.1 -0.1
H 4.393 0.020 4.532 0.0 0.0 0.0
H 2.452 -3.565 3.694 0.1 0.0 0.1
H -4.586 2.148 -4.574 0.0 0.0 0.1
H 4.199 -0.544 7.009 -0.1 0.1 -0.1
H -5.347 0.576 -4.310 -0.1 0.0 0.0
H -5.711 1.419 -7.975 -0.1 0.0 -0.1
H -5.447 -1.102 -6.156 -0.1 -0.1 0.1
H 1.467 -2.469 5.695 0.0 -0.1 0.0
H 1.599 3.131 1.241 -0.1 0.0 0.1